{
  "formula": "C27H27MnN3O5",
  "method": "ωB97M-V/def2-TZVPD",
  "de_lowest_kcal_mol": 0.0,
  "charge": 1,
  "multiplicity": 5,
  "homo_energy_ev": [-11.715, -11.795],
  "species": ["Mn", "O", "C", "C", "C", "N", "C", "C", "C", "O", "O", "C", "O", "O", "H", "H", "H", "C", "C", "C", "C", "C", "C", "C", "C", "N", "C", "C", "C", "C", "N", "C", "C", "C", "C", "C", "C", "C", "C", "H", "H", "H", "H", "H", "H", "H", "H", "H", "H", "H", "H", "H", "H", "H", "H", "H", "H", "H", "H", "H", "H", "H", "H"],
  "coordinates": [[0.862, 0.011, 0.022], [6.830, 0.084, 0.124], [5.503, 0.056, 0.047], [4.815, -0.244, -1.139], [3.447, -0.247, -1.099], [2.804, 0.030, 0.032], [3.431, 0.323, 1.172], [4.796, 0.345, 1.227], [2.418, 0.603, 2.269], [2.726, 0.855, 3.395], [1.181, 0.487, 1.798], [2.454, -0.539, -2.211], [2.787, -0.783, -3.333], [1.211, -0.450, -1.756], [7.246, -0.124, -0.722], [5.330, -0.470, -2.064], [5.322, 0.579, 2.142], [-1.964, -3.167, -1.621], [-1.435, -3.652, -0.293], [-1.497, -5.000, 0.033], [-1.002, -5.459, 1.242], [-0.422, -4.569, 2.129], [-0.325, -3.213, 1.837], [0.332, -2.282, 2.818], [-0.857, -2.769, 0.628], [-0.834, -1.384, 0.227], [-1.893, -0.691, 0.365], [-3.136, -1.014, 1.127], [-1.907, 0.683, -0.302], [-3.180, 0.990, -1.019], [-0.846, 1.378, -0.206], [-0.877, 2.756, -0.633], [-1.350, 3.668, 0.318], [-1.767, 3.216, 1.696], [-1.419, 5.009, -0.033], [-1.031, 5.432, -1.293], [-0.557, 4.511, -2.211], [-0.460, 3.159, -1.899], [0.068, 2.189, -2.922], [-2.148, -4.011, -2.282], [-1.259, -2.495, -2.113], [-2.914, -2.635, -1.509], [-1.937, -5.693, -0.672], [-1.061, -6.511, 1.489], [-0.029, -4.926, 3.072], [0.524, -2.796, 3.757], [-0.269, -1.397, 3.030], [1.295, -1.935, 2.438], [-2.981, -1.858, 1.796], [-3.960, -1.260, 0.455], [-3.426, -0.135, 1.706], [-3.483, 0.107, -1.583], [-3.061, 1.834, -1.696], [-3.979, 1.230, -0.315], [-1.042, 2.525, 2.130], [-2.740, 2.714, 1.678], [-1.862, 4.072, 2.360], [-1.778, 5.726, 0.695], [-1.093, 6.479, -1.558], [-0.253, 4.840, -3.197], [0.143, 2.670, -3.894], [-0.560, 1.303, -3.026], [1.066, 1.843, -2.653]]
}

=====

{
  "formula": "C42H34BrIrN2OP2S",
  "method": "ωB97M-V/def2-TZVPD",
  "de_lowest_kcal_mol": 8.5,
  "charge": 2,
  "homo_energy_ev": -13.188,
  "species": ["Ir", "O", "C", "C", "C", "C", "C", "C", "P", "C", "C", "C", "C", "C", "C", "C", "C", "C", "C", "C", "C", "C", "C", "C", "C", "C", "C", "P", "C", "C", "C", "C", "C", "C", "C", "C", "C", "C", "C", "C", "H", "H", "H", "H", "H", "H", "H", "H", "H", "H", "H", "H", "H", "H", "H", "H", "H", "H", "H", "H", "H", "H", "H", "H", "H", "H", "H", "H", "N", "C", "S", "C", "C", "C", "N", "C", "C", "H", "H", "H", "H", "H", "H", "Br"],
  "coordinates": [[-0.276, 0.035, -0.928], [0.434, 1.859, -0.114], [-0.358, 2.542, 0.851], [0.196, 3.471, 1.705], [-0.630, 4.071, 2.648], [-1.975, 3.742, 2.727], [-2.495, 2.781, 1.877], [-1.692, 2.138, 0.935], [-2.352, 0.789, -0.125], [-3.216, -0.356, 0.961], [-4.067, -1.307, 0.392], [-4.655, -2.272, 1.197], [-4.402, -2.294, 2.563], [-3.555, -1.351, 3.131], [-2.961, -0.386, 2.333], [-3.511, 1.508, -1.279], [-3.059, 1.960, -2.518], [-3.935, 2.594, -3.383], [-5.261, 2.779, -3.012], [-5.715, 2.331, -1.778], [-4.842, 1.699, -0.908], [1.615, 2.383, -0.721], [1.769, 3.751, -0.844], [2.916, 4.229, -1.460], [3.870, 3.357, -1.959], [3.661, 1.992, -1.882], [2.518, 1.476, -1.269], [2.081, -0.285, -1.415], [3.021, -1.171, -0.166], [2.871, -2.557, -0.074], [3.537, -3.256, 0.919], [4.346, -2.581, 1.827], [4.493, -1.204, 1.741], [3.829, -0.497, 0.747], [2.596, -0.856, -3.038], [1.772, -0.592, -4.131], [2.167, -0.972, -5.403], [3.383, -1.620, -5.588], [4.207, -1.883, -4.502], [3.820, -1.496, -3.228], [1.246, 3.729, 1.654], [-0.208, 4.801, 3.326], [-2.609, 4.223, 3.459], [-3.540, 2.504, 1.957], [-4.277, -1.293, -0.670], [-5.328, -2.996, 0.757], [-4.876, -3.041, 3.186], [-3.358, -1.359, 4.196], [-2.308, 0.344, 2.794], [-2.029, 1.811, -2.825], [-3.586, 2.938, -4.347], [-5.945, 3.271, -3.691], [-6.749, 2.473, -1.495], [-5.204, 1.344, 0.050], [1.019, 4.435, -0.472], [3.052, 5.297, -1.564], [4.754, 3.744, -2.446], [4.365, 1.311, -2.343], [2.254, -3.090, -0.790], [3.441, -4.332, 0.972], [4.878, -3.135, 2.589], [5.135, -0.679, 2.435], [3.964, 0.575, 0.674], [0.815, -0.103, -4.000], [1.523, -0.773, -6.248], [3.687, -1.923, -6.581], [5.154, -2.384, -4.647], [4.472, -1.701, -2.387], [0.289, -4.676, 4.280], [0.043, -3.364, 4.377], [-0.386, -2.579, 5.748], [0.102, -2.602, 3.093], [-0.500, -3.072, 1.934], [-0.551, -2.268, 0.817], [-0.006, -1.042, 0.798], [0.647, -0.607, 1.890], [0.701, -1.346, 3.048], [0.231, -5.245, 5.111], [0.648, -5.093, 3.437], [-0.995, -4.033, 1.897], [-1.057, -2.579, -0.085], [1.132, 0.347, 1.827], [1.196, -0.949, 3.922], [-1.378, -1.437, -2.466]]
}

=====

{
  "formula": "C4H9NO2",
  "method": "ωB97M-V/def2-TZVPD",
  "de_lowest_kcal_mol": 30.2,
  "charge": 0,
  "homo_energy_ev": -9.771,
  "smiles": "COCCNC=O",
  "species": ["C", "O", "C", "C", "N", "C", "O", "H", "H", "H", "H", "H", "H", "H", "H", "H"],
  "coordinates": [[1.588, -1.744, -0.636], [1.133, -0.740, 0.234], [0.734, 0.427, -0.449], [-0.061, 1.276, 0.531], [-1.179, 0.528, 1.070], [-2.403, 0.560, 0.476], [-2.731, 1.328, -0.407], [0.809, -2.027, -1.362], [2.482, -1.424, -1.193], [1.841, -2.614, -0.027], [0.096, 0.170, -1.309], [1.609, 0.982, -0.828], [-0.462, 2.157, 0.027], [0.584, 1.599, 1.356], [-0.943, -0.291, 1.610], [-3.097, -0.187, 0.905]]
}

=====

{
  "formula": "C35H40CeN4P2",
  "method": "ωB97M-V/def2-TZVPD",
  "charge": 2,
  "homo_energy_ev": [-11.993, -11.993],
  "species": ["Ce", "C", "C", "C", "C", "C", "C", "C", "C", "C", "H", "H", "H", "H", "H", "H", "H", "H", "H", "H", "H", "H", "H", "H", "H", "P", "P", "N", "N", "N", "N", "C", "C", "C", "C", "C", "C", "C", "C", "C", "C", "C", "C", "C", "C", "C", "C", "C", "C", "H", "H", "H", "H", "H", "H", "H", "H", "H", "H", "H", "H", "H", "H", "H", "H", "H", "H", "H", "H", "C", "C", "C", "C", "C", "C", "C", "C", "H", "H", "H", "H", "H"],
  "coordinates": [[2.727, 1.537, -1.031], [1.988, 0.807, 3.990], [1.429, -0.287, 3.438], [0.295, -0.266, 2.435], [0.479, 0.769, 1.281], [-0.236, 2.088, 1.455], [-0.493, 2.681, 2.623], [-0.183, 2.237, 4.018], [1.327, 2.080, 4.385], [2.329, 3.779, -1.157], [3.043, 0.763, 4.299], [1.888, -1.271, 3.634], [-0.695, -0.109, 2.910], [0.297, -1.286, 2.014], [1.563, 0.992, 1.188], [0.121, 0.305, 0.342], [-0.414, 2.630, 0.501], [-1.134, 3.574, 2.605], [-0.684, 1.307, 4.342], [-0.574, 3.023, 4.687], [1.915, 2.932, 4.006], [1.385, 2.150, 5.490], [2.482, 4.176, -0.133], [1.321, 4.011, -1.545], [3.111, 4.134, -1.862], [-1.661, -0.342, -2.754], [-0.142, -3.208, -1.181], [-3.238, 0.395, -2.387], [-1.948, -0.160, -4.531], [-1.387, -3.597, 0.040], [0.510, -4.886, -1.542], [-2.327, -2.069, -2.619], [-1.240, -3.162, -2.659], [-3.365, 1.758, -2.093], [-4.714, 2.094, -2.119], [-5.448, 0.916, -2.453], [-4.524, -0.112, -2.615], [-1.012, 0.408, -5.400], [-1.420, 0.179, -6.709], [-2.645, -0.562, -6.653], [-2.967, -0.720, -5.309], [-1.739, -2.630, 1.002], [-2.773, -3.113, 1.778], [-3.150, -4.380, 1.243], [-2.317, -4.636, 0.159], [0.104, -6.217, -1.396], [1.116, -7.058, -1.860], [2.148, -6.221, -2.399], [1.738, -4.904, -2.235], [-3.019, -2.265, -3.450], [-2.914, -2.122, -1.686], [-1.719, -4.149, -2.766], [-0.554, -3.011, -3.511], [-2.481, 2.333, -1.861], [-5.126, 3.073, -1.921], [-6.516, 0.814, -2.573], [-4.680, -1.154, -2.842], [-0.151, 0.921, -4.991], [-0.907, 0.504, -7.603], [-3.212, -0.949, -7.488], [-3.837, -1.172, -4.855], [-1.240, -1.672, 1.014], [-3.219, -2.608, 2.633], [-3.951, -5.019, 1.599], [-2.327, -5.465, -0.529], [-0.860, -6.489, -0.996], [1.119, -8.138, -1.814], [3.075, -6.545, -2.851], [2.200, -3.977, -2.546], [3.392, 2.248, 1.011], [3.759, 3.050, 1.917], [4.194, 3.837, 2.986], [4.528, 3.155, 4.175], [5.015, 3.865, 5.272], [5.213, 5.242, 5.160], [4.824, 5.937, 4.011], [4.304, 5.251, 2.910], [4.414, 2.073, 4.206], [5.230, 3.326, 6.195], [5.655, 5.784, 6.004], [4.920, 7.022, 3.965], [3.985, 5.772, 2.005]]
}

=====

{
  "formula": "C19H30O15",
  "method": "ωB97M-V/def2-TZVPD",
  "charge": -1,
  "multiplicity": 2,
  "homo_energy_ev": [-0.109, -8.540],
  "species": ["C", "C", "O", "C", "O", "O", "H", "H", "H", "H", "C", "C", "C", "O", "C", "O", "O", "H", "H", "H", "H", "H", "H", "C", "C", "C", "O", "C", "O", "O", "H", "H", "H", "H", "H", "H", "C", "C", "C", "O", "C", "O", "O", "H", "H", "H", "H", "H", "H", "C", "C", "O", "C", "O", "O", "C", "H", "H", "H", "H", "H", "H", "H", "H"],
  "coordinates": [[-0.052, -0.204, -0.276], [1.284, -0.069, 0.457], [1.300, 1.262, 0.872], [0.040, 1.770, 0.828], [-0.307, 2.754, 1.457], [-0.611, 1.101, -0.130], [-0.753, -0.955, 0.089], [0.241, -0.309, -1.321], [2.165, -0.038, -0.184], [1.398, -0.776, 1.279], [5.068, -2.537, 0.182], [3.772, -2.990, -0.470], [3.822, -3.560, -1.798], [3.176, -4.805, -1.691], [2.959, -5.067, -0.389], [2.274, -5.921, 0.001], [3.467, -4.102, 0.315], [5.842, -3.258, -0.081], [4.921, -2.210, 1.212], [5.522, -1.590, -0.108], [3.011, -2.212, -0.415], [4.835, -3.737, -2.159], [3.271, -3.006, -2.557], [3.773, 1.442, -6.001], [2.758, 1.624, -4.838], [2.691, 0.390, -3.919], [3.157, 0.820, -2.672], [3.593, 2.061, -2.691], [4.133, 2.645, -1.766], [3.321, 2.613, -3.966], [4.724, 1.078, -5.611], [4.110, 2.427, -6.323], [3.283, 0.975, -6.856], [1.785, 1.873, -5.262], [3.327, -0.383, -4.352], [1.673, 0.111, -3.646], [-3.051, 0.409, 4.393], [-1.902, 1.275, 5.037], [-1.758, 2.616, 4.376], [-1.952, 3.529, 5.501], [-2.023, 2.769, 6.647], [-1.945, 3.115, 7.839], [-2.279, 1.568, 6.315], [-2.893, 0.092, 3.362], [-4.053, 0.836, 4.357], [-3.234, -0.516, 4.938], [-0.949, 0.747, 5.071], [-2.419, 2.838, 3.538], [-0.740, 2.685, 3.992], [-3.682, 2.145, -1.129], [-4.494, 1.552, 0.016], [-5.511, 0.724, -0.648], [-5.625, -0.617, -0.517], [-6.345, -1.315, -1.300], [-5.007, -1.052, 0.605], [-5.037, -2.447, 0.841], [-2.976, 1.354, -1.384], [-2.969, 2.896, -0.789], [-4.244, 2.465, -2.007], [-4.947, 2.397, 0.533], [-3.892, 0.987, 0.728], [-4.804, -2.830, -0.152], [-6.045, -2.736, 1.139], [-4.200, -2.703, 1.490]]
}

=====

{
  "formula": "C12H15NO3Tl",
  "method": "ωB97M-V/def2-TZVPD",
  "de_lowest_kcal_mol": 56.6,
  "charge": 3,
  "homo_energy_ev": -19.725,
  "species": ["C", "C", "O", "N", "C", "C", "C", "C", "C", "C", "C", "O", "C", "C", "C", "O", "H", "H", "H", "H", "H", "H", "H", "H", "H", "H", "H", "H", "H", "H", "H", "Tl"],
  "coordinates": [[-1.677, 3.302, 1.905], [-2.069, 2.986, 0.432], [-2.507, 3.846, -0.200], [-1.934, 1.612, -0.140], [-0.706, 1.429, -0.954], [0.522, 1.398, 0.033], [1.829, 0.752, -0.570], [1.573, -0.463, -1.529], [0.898, -1.619, -0.720], [1.498, -2.148, 0.365], [0.774, -3.263, 1.144], [1.247, -3.620, 2.169], [-0.537, -3.884, 0.650], [-1.147, -3.378, -0.426], [-0.489, -2.178, -1.161], [-1.075, -1.732, -2.086], [-1.826, 4.372, 2.158], [-2.344, 2.707, 2.585], [-0.618, 3.044, 2.119], [-2.772, 1.372, -0.699], [-0.694, 2.294, -1.678], [-0.883, 0.481, -1.527], [0.776, 2.464, 0.260], [0.201, 0.909, 0.977], [2.427, 1.540, -1.085], [2.458, 0.442, 0.303], [2.562, -0.783, -1.936], [0.942, -0.105, -2.371], [2.509, -1.793, 0.694], [-0.969, -4.752, 1.181], [-2.093, -3.782, -0.834], [4.127, -1.450, 0.942]]
}

=====

{
  "formula": "C3H2ClN3",
  "method": "ωB97M-V/def2-TZVPD",
  "de_lowest_kcal_mol": 45.0,
  "charge": 0,
  "homo_energy_ev": -10.361,
  "smiles": "Clc1ccnnn1",
  "species": ["C", "C", "C", "H", "H", "N", "N", "N", "Cl"],
  "coordinates": [[1.045, -0.324, 0.171], [0.347, 0.753, 0.083], [-1.061, 0.606, -0.099], [0.810, 1.796, 0.277], [-1.976, 1.377, -0.231], [-1.592, -0.600, -0.158], [-0.871, -1.668, -0.002], [0.415, -1.494, 0.072], [2.883, -0.448, -0.112]]
}

=====

{
  "formula": "C25H28CaCl3N5O3P",
  "method": "ωB97M-V/def2-TZVPD",
  "de_lowest_kcal_mol": 17.0,
  "charge": 1,
  "homo_energy_ev": -9.627,
  "species": ["Ca", "Cl", "C", "C", "C", "C", "O", "C", "C", "N", "C", "C", "C", "C", "C", "C", "C", "C", "N", "C", "C", "H", "H", "H", "H", "H", "H", "H", "H", "H", "H", "Cl", "C", "Cl", "H", "H", "C", "P", "C", "C", "O", "H", "H", "H", "H", "H", "H", "H", "H", "H", "C", "N", "C", "C", "C", "N", "C", "O", "N", "H", "H", "H", "H", "H", "H", "H"],
  "coordinates": [[-0.125, -0.263, -0.438], [-6.923, -1.645, 0.345], [-5.399, -1.121, -0.311], [-4.965, -1.635, -1.541], [-3.767, -1.239, -2.072], [-2.905, -0.328, -1.400], [-1.762, -0.022, -1.920], [-3.381, 0.203, -0.159], [-2.711, 1.259, 0.569], [-1.465, 1.557, 0.459], [-0.970, 2.715, 1.074], [-1.573, 3.940, 0.988], [-0.974, 5.074, 1.589], [0.215, 4.969, 2.245], [0.867, 3.711, 2.342], [2.097, 3.533, 3.015], [2.651, 2.287, 3.072], [1.974, 1.215, 2.453], [0.833, 1.334, 1.821], [0.276, 2.577, 1.756], [-4.636, -0.198, 0.348], [-5.594, -2.341, -2.069], [-3.425, -1.624, -3.024], [-3.339, 1.853, 1.243], [-2.497, 4.048, 0.436], [-1.471, 6.032, 1.513], [0.679, 5.835, 2.701], [2.580, 4.383, 3.481], [3.585, 2.104, 3.585], [2.404, 0.219, 2.486], [-4.999, 0.230, 1.275], [3.150, -3.130, -2.578], [1.922, -2.870, -3.826], [0.793, -1.577, -3.391], [1.354, -3.784, -3.946], [2.423, -2.590, -4.743], [-0.592, -3.280, 2.522], [-1.051, -3.578, 0.812], [-2.820, -3.847, 0.781], [-0.265, -5.112, 0.324], [-0.648, -2.431, -0.074], [-0.751, -4.165, 3.139], [-1.186, -2.462, 2.931], [0.462, -3.004, 2.568], [-3.114, -4.635, 1.477], [-3.133, -4.122, -0.226], [-3.335, -2.922, 1.046], [-0.612, -5.939, 0.945], [0.817, -5.023, 0.413], [-0.507, -5.325, -0.718], [4.979, -0.120, -0.306], [3.927, 0.696, -0.919], [4.264, 1.759, -1.700], [3.339, 2.518, -2.319], [1.973, 2.144, -2.119], [1.643, 1.126, -1.344], [2.598, 0.365, -0.739], [2.264, -0.604, -0.048], [0.983, 2.816, -2.712], [5.670, 0.528, 0.229], [5.509, -0.679, -1.075], [4.511, -0.813, 0.384], [5.325, 1.948, -1.790], [3.629, 3.353, -2.937], [1.174, 3.587, -3.325], [0.029, 2.508, -2.598]]
}